# C3H3FOS

C3H3FOS in the gas phase in a non-equilibrium geometry (ωB97M-V with the def2-TZVPD basis set, the OMol25 dataset).

XYZ file:
```
9
C3H3FOS (ωB97M-V with the def2-TZVPD basis set)
C -1.7536 -0.3903 -0.0862
C -1.1478 0.7941 0.0774
C 0.9636 -0.1793 0.2918
H -1.2968 -1.3221 -0.2893
H -1.6240 1.7862 0.0409
H 0.4508 -0.8754 1.0365
O 0.2480 0.9264 -0.0571
F -3.1033 -0.4565 -0.0467
S 2.5027 -0.2649 -0.1006
```

Results
Orbital gap in eV: 9.112
Electronic energy in Ha: -689.3303
Charge: 0
E_HOMO in Ha: -0.340
SMILES: F/C=C/OC=S
LUMO energy in Eh: -0.0048
Energy above the lowest of the compared OMol25 structures with the same formula, charge and spin in eV: 1.4068

Mulliken atomic charge list, values in e, 6 entries: atom 1 (C): -0.10, atom 2 (C): -0.13, atom 3 (C): -0.05, atom 4 (H): 0.38, atom 5 (H): 0.36, atom 6 (H): 0.30